Below is C11H14N2OPRe as an isolated structure, with properties calculated with wB97M-V/def2-TZVPD.

Computed properties:
Gap between HOMO and LUMO (alpha / beta) in Eh: 0.235 / 0.228
HOMO (alpha / beta) in Ha: -0.41048 / -0.40631

Geometry as ORCA input:
```
! wB97M-V def2-TZVPD RIJCOSX def2/J DEFGRID3
* xyz 1 4
C 0.20252 -0.13195 -2.21473
C -0.86346 -1.01353 -2.47587
C -0.43816 -2.35141 -2.20555
C 0.91843 -2.31929 -1.75324
C 1.36435 -0.98515 -1.73661
Re 0.75052 1.11474 1.88400
P -0.36970 2.68661 0.71314
H 0.22794 0.94353 -2.33857
H -1.84854 -0.72348 -2.83573
H -1.04380 -3.24612 -2.33096
H 2.33456 -0.60571 -1.43639
H 1.51538 -3.18784 -1.48163
H -1.66836 3.10657 1.14177
H -0.65706 2.44654 -0.66755
H 0.24293 3.97376 0.58676
N -0.12471 -3.52032 6.33500
C -0.41556 -2.18806 6.16684
O -0.66660 -1.46214 7.12227
C -0.44309 -1.67228 4.74718
C -0.28788 -2.46884 3.59921
C -0.22717 -1.89836 2.30790
N -0.15566 -0.54969 2.16303
C -0.33692 0.29565 3.32808
C -0.61670 -0.28472 4.59667
H -0.00890 -3.82486 7.28921
H 0.32770 -4.06574 5.61863
H -0.24004 -3.55443 3.67547
H -0.17686 -2.47834 1.38170
H -0.69691 1.37303 3.06172
H -0.78315 0.39334 5.43255
*
```

The net atomic charges from Mulliken, expressed in e, are: C -0.457; C -0.556; C -0.295; C -0.567; C -0.444; Re 0.555; P -0.101; H 0.610; H 0.401; H 0.437; H 0.436; H 0.436; H 0.150; H 0.097; H 0.121; N -0.358; C 0.361; O -0.583; C 0.745; C -0.449; C -0.521; N -0.146; C -0.074; C -0.533; H 0.260; H 0.182; H 0.333; H 0.414; H 0.091; H 0.453

Below is a 2-piece molecular cluster, C4H7NS overall, with properties calculated with wB97M-V/def2-TZVPD.

Computed properties:
Gap between HOMO and LUMO in Eh: 0.308
HOMO in Ha: -0.30957

Geometry as ORCA input:
```
! wB97M-V def2-TZVPD RIJCOSX def2/J DEFGRID3
* xyz 0 1
C 0.24547 0.39358 1.75700
C 0.43186 1.99074 -0.65900
C -0.47188 1.05104 -1.59321
C 0.01159 -2.08511 1.30207
N 0.08366 -0.73929 1.51166
S 1.99208 1.65034 -0.54347
H -0.18703 2.59506 -0.02920
H -0.25321 1.10440 -2.63780
H -1.53707 1.38346 -1.49917
H -0.36233 0.09970 -1.13886
H -1.06804 -2.40161 1.27814
H 0.53578 -2.80268 2.01106
H 0.57913 -2.23963 0.24078
*
```

The net atomic charges from Mulliken, expressed in e, are: C -0.209; C -0.233; C -0.580; C -0.643; N 0.072; S -0.189; H 0.359; H 0.316; H 0.256; H 0.062; H 0.257; H 0.293; H 0.239

Below is one molecule with the formula C4H10N2OS, with properties calculated with wB97M-V/def2-TZVPD.

Computed properties:
Gap between HOMO and LUMO (alpha / beta) in Eh: 0.264 / 0.311
HOMO (alpha / beta) in Ha: -0.29155 / -0.32655

Geometry as ORCA input:
```
! wB97M-V def2-TZVPD RIJCOSX def2/J DEFGRID3
* xyz 0 1
C 0.41420 0.25553 -1.13221
C -0.41163 -0.42244 0.13037
C -1.70812 -0.93320 -0.56572
C -0.80883 0.71961 0.98124
N 1.58739 0.64472 -0.60136
N 0.35651 -1.38000 0.77972
O 3.56861 0.39914 0.67307
S 2.82654 -0.41936 -0.24172
H 0.67864 -0.48198 -1.90571
H -0.23801 1.13858 -1.48512
H -1.60070 -1.88975 -0.86935
H -2.13443 -0.19333 -1.32947
H -2.34838 -1.07469 0.36376
H -1.16467 0.47533 1.90871
H -1.45454 1.41577 0.49287
H 0.07900 1.30263 1.20286
H 1.67568 1.49962 -0.04581
H 0.68273 -1.05617 1.64387
*
```

The net atomic charges from Mulliken, expressed in e, are: C -0.872; C 1.579; C -1.399; C -1.819; N -0.252; N -0.906; O -0.498; S 0.406; H 0.286; H 0.398; H 0.519; H 0.282; H 0.310; H 0.478; H 0.375; H 0.482; H 0.385; H 0.246

Below is a 2-piece molecular cluster, C6HN4O3S overall, with properties calculated with wB97M-V/def2-TZVPD.

Computed properties:
Gap between HOMO and LUMO in Eh: 0.268
HOMO in Ha: -0.24728

Geometry as ORCA input:
```
! wB97M-V def2-TZVPD RIJCOSX def2/J DEFGRID3
* xyz -1 1
C 1.89150 0.07393 -0.92241
C 0.17860 -1.29194 -1.91185
C -1.86237 -0.24327 -0.05492
C -0.51371 1.78556 -0.28117
C 0.84468 -0.84123 -0.77205
C -0.73763 0.51560 0.19978
N 2.76548 0.79648 -1.10956
N -0.35479 -1.66325 -2.86031
N -2.77161 -0.92635 -0.23630
N -0.31410 2.85555 -0.65854
O 1.21815 0.80612 1.91563
O -1.10270 0.72580 2.72521
O 0.00707 -1.30322 1.91575
S -0.06313 0.14679 1.91053
H 0.81459 -1.43658 0.14020
*
```

The net atomic charges from Mulliken, expressed in e, are: C 0.412; C 0.376; C 0.364; C 0.222; C -0.370; C 0.098; N -0.457; N -0.453; N -0.517; N -0.505; O -0.601; O -0.619; O -0.680; S 1.226; H 0.505

Below is C3H9NO as an isolated structure, with properties calculated with wB97M-V/def2-TZVPD.

Computed properties:
Gap between HOMO and LUMO in Eh: 0.374
HOMO in Ha: -0.33808

Geometry as ORCA input:
```
! wB97M-V def2-TZVPD RIJCOSX def2/J DEFGRID3
* xyz 0 1
C 1.14071 0.25851 0.63777
C -1.68110 0.87492 -1.74693
C 0.35264 -1.02646 0.43282
N -0.47921 1.09149 -1.60784
O 0.94584 -1.95899 -0.04212
H 0.85918 0.60392 1.55510
H 2.16844 0.14776 0.41746
H 0.75538 0.98189 -0.18126
H -2.29254 1.31623 -2.49197
H -2.28793 0.23747 -0.99244
H 0.54840 -1.15485 2.84107
H -0.80161 -1.16767 0.67995
H 0.79489 -1.90019 2.84319
H -0.02308 1.69596 -2.34478
*
```

The net atomic charges from Mulliken, expressed in e, are: C -0.684; C -0.274; C 0.020; N -0.399; O -0.492; H 0.331; H 0.293; H 0.228; H 0.273; H 0.144; H -0.139; H 0.353; H 0.165; H 0.181

Below is one molecule with the formula C6H12O, with properties calculated with wB97M-V/def2-TZVPD.

Computed properties:
Gap between HOMO and LUMO in Eh: 0.408
SMILES: C[C@@H]1C[C@@H]1[C@@H](C)O
HOMO in Ha: -0.36896

Geometry as ORCA input:
```
! wB97M-V def2-TZVPD RIJCOSX def2/J DEFGRID3
* xyz 0 1
C 0.65027 -1.36801 -1.54156
C -0.13364 -1.50995 -0.24411
C -1.47821 -0.84591 -0.10250
C -0.31457 -0.32530 0.68248
C 0.37215 0.96712 0.31987
C -0.21639 2.19684 0.98694
O 1.74447 0.90558 0.69773
H 0.09511 -0.80402 -2.29471
H 0.87157 -2.34623 -1.97648
H 1.60372 -0.84793 -1.39958
H -0.00880 -2.47706 0.23549
H -1.81627 -0.26033 -0.95568
H -2.27243 -1.34434 0.44655
H -0.33175 -0.53470 1.75299
H 0.29853 1.09412 -0.77274
H -1.25708 2.35083 0.68398
H 0.36772 3.07556 0.69795
H -0.17156 2.10188 2.07684
H 1.99716 -0.02813 0.70656
*
```

The net atomic charges from Mulliken, expressed in e, are: C -1.359; C 0.232; C -0.843; C -0.321; C 0.499; C -1.454; O -0.575; H 0.313; H 0.374; H 0.264; H 0.434; H 0.235; H 0.282; H 0.351; H 0.156; H 0.337; H 0.359; H 0.346; H 0.370

Below is one molecule with the formula C6H4O, with properties calculated with wB97M-V/def2-TZVPD.

Computed properties:
Gap between HOMO and LUMO in Eh: 0.372
SMILES: C#CC(=O)C#CC
HOMO in Ha: -0.36637

Geometry as ORCA input:
```
! wB97M-V def2-TZVPD RIJCOSX def2/J DEFGRID3
* xyz 0 1
C 2.23928 -0.94836 0.44895
C 1.57386 0.05041 0.58050
C 0.95615 1.37352 0.85248
O 1.47814 2.27584 1.45513
C -0.35890 1.34765 0.29237
C -0.80954 0.32566 -0.17923
C -1.77076 -0.51608 -0.77476
H 2.83491 -1.82845 0.32459
H -2.52521 0.11542 -1.24320
H -2.20066 -1.08475 0.03432
H -1.36574 -1.15979 -1.53422
*
```

The net atomic charges from Mulliken, expressed in e, are: C 0.304; C -0.292; C 0.201; O -0.508; C -0.184; C 0.327; C -1.129; H 0.391; H 0.301; H 0.279; H 0.311

Relative energy (zero: lowest compared OMol25 entry of this formula, charge and spin) values (in kJ/mol) by entry order: 523.0 307.4 461.4 0.0 358.8 101.7 342.9.
Largest force on an atom values (in eV Å⁻¹) by entry order: 4.2 4.4 4.0 4.0 4.1 0.3 2.6.